## P
Entry from the OMol25 dataset: a cluster of 2 separate species, ClHNO2S in total (the ωB97M-V functional and the def2-TZVPD basis).

```
! wB97M-V def2-TZVPD RIJCOSX def2/J DEFGRID3
* xyz -1 1
N -2.40 0.93 0.04
O 2.34 -0.02 -0.91
O 1.69 -1.52 0.82
S 1.99 -0.12 0.48
Cl -0.84 0.24 0.50
H -2.78 0.48 -0.93
*
```

Output
M in g/mol: 114.53
HOMO energy (alpha / beta) in eV: -2.3 / -2.3

---

## Q
Entry from the OMol25 dataset: a cluster of 2 separate species, ClHNO2S in total (the ωB97M-V functional and the def2-TZVPD basis).

```
! wB97M-V def2-TZVPD RIJCOSX def2/J DEFGRID3
* xyz -1 1
N -0.28 -0.79 0.48
O 4.57 0.71 1.11
O 4.13 0.50 -1.28
S 4.21 -0.19 0.01
Cl 1.34 -1.15 0.00
H -0.59 -0.04 -0.14
*
```

Output
M in g/mol: 114.53
HOMO energy (alpha / beta) in eV: -2.1 / -2.5

---

In terms of stability, Q leads; the second structure lies 0.373 eV higher.

---

## P
Entry from the OMol25 dataset: a cluster of 2 separate species, C2H3I in total (the ωB97M-V functional and the def2-TZVPD basis).

```
! wB97M-V def2-TZVPD RIJCOSX def2/J DEFGRID3
* xyz 0 1
C 0.72 0.93 -0.21
C 0.49 1.92 0.39
H 0.97 0.14 -0.85
H 0.24 2.71 1.02
I -1.95 -2.97 0.15
H -0.47 -2.74 -0.50
*
```

Output
M in g/mol: 153.95
SMILES: C#C.I
HOMO energy in eV: -10.1

---

## Q
Entry from the OMol25 dataset: a cluster of 2 separate species, C2H3I in total (the ωB97M-V functional and the def2-TZVPD basis).

```
! wB97M-V def2-TZVPD RIJCOSX def2/J DEFGRID3
* xyz 0 1
C -0.91 0.18 -0.36
C -0.29 -0.57 0.52
I 3.35 -0.18 -0.28
H -1.17 1.22 0.09
H -1.04 0.05 -1.47
H 0.06 -0.70 1.51
*
```

Output
M in g/mol: 153.95
HOMO energy (alpha / beta) in eV: -10.1 / -8.7

---

In terms of stability, P leads; the second structure lies 1.630 eV higher.

---

## P
Entry from the OMol25 dataset: a structure of composition C3H5N5 (the ωB97M-V functional and the def2-TZVPD basis).

```
! wB97M-V def2-TZVPD RIJCOSX def2/J DEFGRID3
* xyz 0 1
C 0.85 0.44 1.18
C -0.09 -1.60 -0.78
C -0.70 0.51 -1.28
H 0.74 2.42 1.04
H 1.67 0.39 2.15
H -1.29 -0.37 0.09
H 0.57 -2.46 -0.89
H -1.62 0.77 -1.75
N 0.86 1.32 0.32
N 0.24 -0.74 1.37
N -0.82 -1.37 0.52
N -0.09 -0.63 -1.59
N -0.35 1.31 -0.39
*
```

Output
M in g/mol: 111.11
HOMO energy in eV: -9.1

---

## Q
Entry from the OMol25 dataset: a cluster of 2 separate species, C3H5N5 in total (the ωB97M-V functional and the def2-TZVPD basis).

```
! wB97M-V def2-TZVPD RIJCOSX def2/J DEFGRID3
* xyz 0 1
C -2.29 0.05 -0.06
C 2.15 -0.78 -0.10
C 0.76 0.93 -0.13
H -3.43 -0.65 -0.12
H -2.12 1.53 -0.09
H 0.45 -2.31 0.19
H 3.04 -1.41 0.23
H -0.56 2.22 0.11
N -1.30 -0.90 -0.13
N -0.01 -0.17 0.15
N 0.82 -1.29 0.03
N 2.13 0.57 -0.15
N 0.37 2.18 0.07
*
```

Output
M in g/mol: 111.11
HOMO energy in eV: -8.0

---

## R
Entry from the OMol25 dataset: a cluster of 2 separate species, C3H5N5 in total (the ωB97M-V functional and the def2-TZVPD basis).

```
! wB97M-V def2-TZVPD RIJCOSX def2/J DEFGRID3
* xyz 0 1
C -2.35 0.91 0.04
C -0.99 1.01 0.05
C -1.65 -1.09 -0.06
N -2.74 -0.40 -0.08
N 0.64 -0.77 -0.17
N 2.18 0.46 0.33
N -0.52 -0.28 -0.01
N 3.21 -0.22 0.09
H -3.09 1.69 0.10
H -0.33 1.84 0.14
H -1.57 -2.16 -0.20
H 3.21 -1.24 0.13
H 3.99 0.24 -0.37
*
```

Output
M in g/mol: 111.11
HOMO energy (alpha / beta) in eV: -7.9 / -8.1

---

In terms of stability, R leads; the second structure lies 0.967 eV higher.